Entry A
Here is an isolated molecule of C4H5NO3 from the OMol25 dataset. Energies are from wB97M-V/def2-TZVPD.

Results
SMILES: [H]/N=C(/C)C(=O)OC=O
E_HOMO: -9.89 eV

Last column: natural (NBO) charge in e.
Atoms and positions in Å:
C  -1.80598  -0.19373  -1.09572  -0.671
C  0.37500  -1.09155  0.05147  0.748
C  -0.72889  0.13914  -0.11928  0.214
C  2.03497  0.64984  1.07567  0.572
O  1.35123  -0.79920  0.88806  -0.571
N  -0.56616  1.24776  0.40981  -0.527
O  0.13577  -2.13632  -0.47221  -0.541
O  2.60745  1.17943  0.18685  -0.440
H  0.40978  1.32990  0.94863  0.299
H  2.38154  0.56281  2.11804  0.196
H  -2.43484  -0.96706  -0.66145  0.242
H  -2.39157  0.68954  -1.32923  0.234
H  -1.36832  -0.61056  -2.00065  0.247



Entry B
Here is a structure of composition C4H5NO3 from the OMol25 dataset. Energies are from wB97M-V/def2-TZVPD.

Results
E_HOMO: -10.42 eV

Last column: natural (NBO) charge in e.
Atoms and positions in Å:
C  -0.07972  0.30044  0.68403  0.002
C  0.87070  1.17115  -0.12983  -0.542
C  1.80272  -0.05223  -0.03239  0.802
C  -1.38513  -0.09502  -0.00021  0.640
N  -1.41152  -1.35735  -0.45620  -0.810
O  0.94193  -0.79976  0.69422  -0.506
O  2.90336  -0.29483  -0.39902  -0.533
O  -2.28068  0.70865  -0.11788  -0.600
H  -0.27535  0.63526  1.70447  0.223
H  -2.24768  -1.70471  -0.89280  0.410
H  -0.63973  -1.97742  -0.27547  0.417
H  0.54862  1.40523  -1.14110  0.249
H  1.25248  2.06060  0.36218  0.248



Entry C
Here is a structure of composition C4H5NO3 from the OMol25 dataset. Energies are from wB97M-V/def2-TZVPD.

Results
E_HOMO: -8.99 eV

Last column: natural (NBO) charge in e.
Atoms and positions in Å:
C  -1.38535  0.31471  -0.05741  0.529
C  0.00007  -0.51018  0.32853  0.535
C  0.68852  -0.86760  -0.81720  -0.390
C  1.97339  -1.17979  -0.82080  -0.161
H  0.17173  0.78373  1.58250  0.490
H  -2.39970  2.05936  0.39572  0.423
H  -0.05392  -0.94749  -1.74933  0.286
H  2.67405  -0.80864  -0.07236  0.219
H  2.47473  -1.58534  -1.72655  0.215
N  -1.72745  1.22833  0.73284  -0.317
O  -0.65181  1.83669  1.66305  -0.630
O  -2.11905  0.17035  -1.03583  -0.628
O  0.35479  -0.49414  1.57684  -0.571



Entry D
Here is an isolated molecule of C4H5NO3 from the OMol25 dataset. Energies are from wB97M-V/def2-TZVPD.

Results
SMILES: O=CO[N+]([O-])=C1CC1
E_HOMO: -9.49 eV

Last column: natural (NBO) charge in e.
Atoms and positions in Å:
C  2.79443  -0.87616  -0.16053  0.634
C  -1.71349  -0.55064  0.08761  -0.409
C  -1.98110  0.97904  0.00100  -0.426
C  -0.64168  0.43206  0.26052  0.124
N  0.64028  0.57546  0.20542  0.365
O  1.45519  -0.89101  -0.06575  -0.496
O  3.58098  -0.07902  0.22484  -0.547
O  1.39935  1.48555  0.36964  -0.317
H  3.07589  -1.92992  -0.49487  0.109
H  -2.04973  -1.00266  1.04103  0.240
H  -1.77805  -1.12712  -0.85841  0.236
H  -1.94568  1.52980  -1.02191  0.233
H  -2.83640  1.45460  0.41141  0.254



In terms of stability, entry B leads; the second structure lies 222.2 kJ/mol higher.